ORCA calculation (ωB97M-V/def2-TZVPD) on a cluster of 2 separate species, C5H8O in total.

Values from the calculation:
Highest occupied orbital energy, eV: -9.01
Relative energy (zero: lowest compared OMol25 entry of this formula, charge and spin), eV: 5.147
LUMO energy, eV: 0.32
HOMO-LUMO gap, eV: 9.33

```
! wB97M-V def2-TZVPD RIJCOSX def2/J DEFGRID3
* xyz 0 1
O 0.957 0.795 2.492
C -0.636 -0.620 0.215
C -0.267 -1.804 -0.626
C 0.580 -0.604 -0.370
C -0.975 0.809 -0.254
C 0.411 0.821 -0.923
H -0.727 -1.989 -1.602
H 1.136 1.545 -0.549
H 1.736 0.502 2.003
H 0.332 0.074 2.340
H 0.000 -2.708 -0.086
H 0.403 0.841 -2.017
H -1.131 1.514 0.563
H -1.828 0.836 -0.939
*
```

ORCA calculation (ωB97M-V/def2-TZVPD) on a structure of composition C2ClNa7O10 in a non-equilibrium geometry.

Values from the calculation:
Highest occupied orbital energy, eV: -11.72
Relative energy (zero: lowest compared OMol25 entry of this formula, charge and spin), eV: 11.917
LUMO energy, eV: -8.81
HOMO-LUMO gap, eV: 2.92

```
! wB97M-V def2-TZVPD RIJCOSX def2/J DEFGRID3
* xyz 2 1
Cl 2.414 -0.920 2.539
Na 0.344 -2.685 -0.753
Na 1.333 1.444 1.325
Na -0.857 -1.834 1.296
Na -1.036 2.150 -1.100
Na -2.361 0.816 0.720
Na -0.452 0.170 -3.007
Na 2.383 -1.113 0.056
O -0.067 0.414 0.928
O -0.468 0.578 -1.195
O 0.259 -1.169 -0.193
O -1.542 1.097 -2.539
O -3.617 0.674 -2.463
O 2.622 -2.169 2.026
O 2.898 -1.021 4.021
O 1.036 -0.540 2.237
O -3.047 2.663 -2.710
O 3.058 0.060 1.626
C -2.751 1.429 -2.623
C -0.146 -0.042 -0.190
*
```

ORCA calculation (ωB97M-V/def2-TZVPD) on a structure of composition C2HO4Yb in a non-equilibrium geometry.

Values from the calculation:
⟨S²⟩: 0.751
Highest occupied orbital energy (spin up / spin down), eV: -21.27 / -21.12
LUMO energy (spin up / spin down), eV: -11.40 / -13.86
HOMO-LUMO gap (spin up / spin down), eV: 9.87 / 7.26

```
! wB97M-V def2-TZVPD RIJCOSX def2/J DEFGRID3
* xyz 2 2
Yb -0.272 -0.293 0.071
O 1.339 -1.379 -1.319
O -2.137 0.942 0.425
O 3.092 -2.343 -2.476
O -0.481 1.114 1.838
C 2.220 -1.841 -1.933
C -1.619 1.488 1.439
H -2.142 2.313 1.954
*
```

ORCA calculation (ωB97M-V/def2-TZVPD) on the molecule C4H7NO in a non-equilibrium geometry.

Values from the calculation:
Highest occupied orbital energy, eV: -9.68
Relative energy (zero: lowest compared OMol25 entry of this formula, charge and spin), eV: 2.741
LUMO energy, eV: 0.87
HOMO-LUMO gap, eV: 10.55

```
! wB97M-V def2-TZVPD RIJCOSX def2/J DEFGRID3
* xyz 0 1
O 1.659 -1.599 -0.166
N -0.016 1.324 -0.415
C 1.448 0.910 0.171
C -0.343 -0.081 -0.614
C -1.425 -0.795 0.197
C 1.043 -0.541 -0.149
H -0.521 -0.323 -1.638
H 2.238 1.280 -0.437
H -0.439 1.550 0.569
H -1.456 -0.224 1.196
H 1.455 1.047 1.307
H -2.511 -0.650 -0.271
H -1.133 -1.898 0.251
*
```

Going through the records in order, we get calculated total energy values of -270.3687 -2423.7704 -1535.8071 -286.5309 Eh.